1.
Computed, not measured: Br2H4P2Si in the gas phase in a non-equilibrium geometry, with the ωB97M-V functional and the def2-TZVPD basis.

Output
LUMO = -0.116 eV
energy above the lowest of the compared OMol25 structures with the same formula, charge and spin = 0.000 eV
HOMO energy = -0.361 hartree
SMILES = P[Si](P)(Br)Br
gap between HOMO and LUMO = 9.71 eV

Atoms and positions in Å:
P (-0.2801, -2.0039, -0.3320)
Si (0.4085, 0.0790, -0.2679)
P (-0.6184, 1.8093, 0.7386)
Br (1.0153, 0.8061, -2.3830)
Br (2.4560, 0.1210, 0.9127)
H (0.7765, -2.8056, 0.3259)
H (-0.9910, -1.5808, 0.8060)
H (-0.9454, 2.5052, -0.4369)
H (-1.8215, 1.0697, 0.6366)

So, what does the Mulliken scheme give us? The charges, in e, come out as:
1 P -0.16
2 Si 0.58
3 P -0.13
4 Br -0.29
5 Br -0.32
6 H 0.11
7 H 0.07
8 H 0.08
9 H 0.05

---

2.
Computed, not measured: C6H11N in the gas phase in a non-equilibrium geometry, with the ωB97M-V functional and the def2-TZVPD basis.

Output
LUMO = 1.058 eV
energy above the lowest of the compared OMol25 structures with the same formula, charge and spin = 2.760 eV
HOMO energy = -0.329 hartree
SMILES = [H]/N=C1/[C@H](C)[C@H]1CC
gap between HOMO and LUMO = 10.02 eV

Atoms and positions in Å:
H (0.0510, 2.2378, -0.3627)
N (0.7753, 2.4821, 0.3414)
C (0.8184, 1.2246, 0.4505)
C (1.1934, -0.0985, 0.8100)
C (2.4867, -0.6836, 0.3250)
C (0.0595, 0.0917, -0.2319)
C (-1.3479, -0.3696, 0.1393)
C (-2.4248, -0.1503, -0.9302)
H (0.8157, -0.4228, 1.7743)
H (2.3357, -1.7561, 0.1855)
H (2.7849, -0.2437, -0.6351)
H (3.2840, -0.5075, 1.0484)
H (0.3565, -0.1715, -1.2541)
H (-1.6625, 0.1226, 1.0685)
H (-1.2968, -1.4446, 0.3619)
H (-3.3927, -0.5424, -0.5931)
H (-2.5630, 0.9119, -1.1589)
H (-2.1807, -0.6666, -1.8664)

So, what does the Mulliken scheme give us? The charges, in e, come out as:
1 H 0.39
2 N -0.76
3 C 0.31
4 C 0.10
5 C -1.35
6 C -0.54
7 C -0.29
8 C -1.23
9 H 0.41
10 H 0.33
11 H 0.31
12 H 0.37
13 H 0.41
14 H 0.29
15 H 0.25
16 H 0.35
17 H 0.32
18 H 0.33

---

3.
Computed, not measured: C9H23FN3PTm as an isolated structure in a non-equilibrium geometry, with the ωB97M-V functional and the def2-TZVPD basis.

Output
LUMO (alpha / beta) = -11.546 / -11.855 eV
HOMO energy (alpha / beta) = -0.688 / -0.706 hartree
2S+1 = 3
charge = +3
gap between HOMO and LUMO (alpha / beta) = 7.17 / 7.35 eV

Atoms and positions in Å:
C (-1.4750, -0.8540, 3.2909)
C (-1.5780, -1.2827, 1.8297)
C (-2.6669, -0.5975, 1.0002)
C (-2.8025, 0.9254, 1.1113)
P (-1.8814, 1.8943, -0.1664)
F (-3.1605, 2.0167, -1.1384)
C (-0.1538, 1.7876, 1.0464)
C (1.0285, 2.2415, 0.2241)
C (2.0635, 1.2268, -0.3000)
C (1.6593, -0.2018, -0.7035)
N (2.6635, -0.6426, -1.7357)
C (2.4469, -1.7449, -2.5419)
N (2.5961, -2.9607, -2.0639)
N (2.2242, -1.5741, -3.8898)
H (-0.5939, -1.3128, 3.7400)
H (-1.3531, 0.2209, 3.4290)
H (-2.3257, -1.2040, 3.8723)
H (-0.6020, -1.1918, 1.3398)
H (-1.8012, -2.3507, 1.8203)
H (-2.4747, -0.8342, -0.0536)
H (-3.6442, -1.0327, 1.2079)
H (-3.8276, 1.2247, 0.8796)
H (-2.5661, 1.3195, 2.0985)
H (-1.1717, 1.3545, -1.2422)
H (-1.8094, 3.2795, -0.0355)
H (-0.0575, 0.8165, 1.5237)
H (-0.4189, 2.5171, 1.8128)
H (1.5513, 2.8990, 0.9321)
H (0.6968, 2.8956, -0.5881)
H (2.8635, 1.1543, 0.4347)
H (2.4993, 1.6885, -1.1867)
H (1.7773, -0.8743, 0.1445)
H (0.6399, -0.2969, -1.0859)
H (2.8071, 0.1556, -2.3482)
H (2.8495, -2.8791, -1.0848)
H (2.0702, -0.6132, -4.1729)
H (1.4402, -2.1007, -4.2528)
Tm (2.4867, -5.0692, -3.1474)

So, what does the Mulliken scheme give us? The charges, in e, come out as:
1 C -1.32
2 C 0.11
3 C -0.53
4 C -0.89
5 P 0.49
6 F -0.32
7 C -0.81
8 C -0.84
9 C -0.49
10 C -0.45
11 N -0.25
12 C 0.44
13 N -0.51
14 N -0.56
15 H 0.38
16 H 0.32
17 H 0.39
18 H -0.23
19 H 0.42
20 H 0.30
21 H 0.38
22 H 0.45
23 H 0.58
24 H 0.06
25 H 0.18
26 H 0.32
27 H 0.59
28 H 0.33
29 H 0.41
30 H 0.38
31 H 0.41
32 H 0.25
33 H 0.32
34 H 0.24
35 H 0.27
36 H 0.26
37 H 0.26
38 Tm 1.68

---

4.
Computed, not measured: C26H20N2O10STi as an isolated structure in a non-equilibrium geometry, with the ωB97M-V functional and the def2-TZVPD basis.

Output
LUMO (alpha / beta) = 4.002 / 3.996 eV
energy above the lowest of the compared OMol25 structures with the same formula, charge and spin = 3.154 eV
HOMO energy (alpha / beta) = -0.001 / -0.074 hartree
2S+1 = 3
charge = -2
gap between HOMO and LUMO (alpha / beta) = 4.04 / 6.00 eV

Atoms and positions in Å:
Ti (0.6710, -0.4568, 0.2015)
C (2.1129, -3.6341, 6.8454)
O (1.9184, -3.7211, 5.4667)
C (1.3030, -2.6531, 4.8324)
C (0.7502, -1.5502, 5.4739)
C (0.1466, -0.5580, 4.7288)
C (0.0766, -0.5924, 3.3161)
C (-0.5675, 0.4004, 2.5378)
C (-1.3171, 1.5744, 3.1287)
O (-0.5283, 0.3594, 1.2423)
C (0.7000, -1.7274, 2.6573)
O (0.7406, -1.8539, 1.3526)
C (1.2657, -2.7276, 3.4431)
H (2.7064, -4.5075, 7.1182)
H (1.1628, -3.6613, 7.3936)
H (2.6569, -2.7235, 7.1219)
H (0.7758, -1.4528, 6.5489)
H (-0.2718, 0.2910, 5.2498)
H (-1.3367, 1.5835, 4.2142)
H (-2.3410, 1.5644, 2.7557)
H (-0.8531, 2.4897, 2.7617)
H (1.7113, -3.5812, 2.9548)
O (1.5964, -2.6013, -5.2581)
C (1.4189, -2.1998, -4.1167)
C (0.0623, -1.8142, -3.5141)
O (-1.0237, -1.9143, -4.0899)
C (0.3730, -1.3665, -2.1885)
C (1.7589, -1.5072, -1.9088)
O (2.1799, -1.1675, -0.7271)
C (2.4749, -2.0063, -3.0675)
O (3.6848, -2.2526, -3.1967)
O (-0.3815, -0.8530, -1.2267)
N (1.4442, 1.4518, -1.7974)
C (2.2595, 1.6947, -0.7289)
C (3.4306, 2.4405, -0.8181)
C (4.2407, 2.5860, 0.3108)
C (3.8385, 1.9849, 1.5021)
C (2.6588, 1.2735, 1.5313)
N (1.8666, 1.1224, 0.4379)
H (1.5870, 2.0324, -2.6096)
H (0.4552, 1.3064, -1.5668)
H (3.7099, 2.8971, -1.7562)
H (5.1503, 3.1662, 0.2605)
H (4.4381, 2.0788, 2.3976)
H (2.2940, 0.8141, 2.4502)
O (-4.8553, 7.6835, -3.4650)
C (-4.8418, 7.1922, -2.1751)
O (-5.5617, 7.7379, -1.3582)
C (-3.9682, 6.0781, -1.8964)
C (-3.0731, 5.5003, -2.8205)
C (-2.2320, 4.4871, -2.4553)
C (-2.2115, 3.9821, -1.1347)
S (-1.0804, 2.8317, -0.6217)
C (-3.1507, 4.5264, -0.2267)
C (-3.9862, 5.5379, -0.5918)
H (-4.2686, 7.1559, -4.0210)
H (-3.0156, 5.8614, -3.8460)
H (-1.5495, 4.0633, -3.1795)
H (-3.1683, 4.1245, 0.7774)
H (-4.6893, 5.9602, 0.1137)

So, what does the Mulliken scheme give us? The charges, in e, come out as:
1 Ti 0.16
2 C -0.88
3 O -0.44
4 C 0.65
5 C -0.75
6 C -1.51
7 C 0.17
8 C 0.91
9 C -1.28
10 O 0.07
11 C 0.79
12 O -0.86
13 C -0.16
14 H 0.26
15 H 0.31
16 H 0.34
17 H 0.37
18 H 0.22
19 H 0.38
20 H 0.28
21 H 0.24
22 H 0.42
23 O -0.65
24 C 0.61
25 C -0.23
26 O -0.71
27 C 0.95
28 C 1.28
29 O -0.54
30 C -0.28
31 O -0.69
32 O -0.81
33 N 0.04
34 C 0.60
35 C -1.07
36 C -0.31
37 C -0.93
38 C -0.31
39 N 0.54
40 H 0.24
41 H -0.07
42 H 0.34
43 H 0.39
44 H 0.40
45 H 0.38
46 O -0.51
47 C 0.72
48 O -0.65
49 C 0.72
50 C -0.46
51 C -1.08
52 C 0.27
53 S -0.22
54 C -0.54
55 C -0.62
56 H 0.29
57 H 0.09
58 H 0.35
59 H 0.39
60 H 0.40